Record 1
{
  "formula": "C27H30N4NiO5",
  "method": "ωB97M-V/def2-TZVPD",
  "elements": ["Ni", "C", "O", "C", "C", "C", "C", "C", "C", "N", "N", "C", "O", "C", "C", "C", "C", "C", "C", "C", "O", "H", "H", "H", "H", "H", "H", "H", "H", "H", "H", "H", "H", "C", "O", "C", "O", "N", "N", "H", "H", "H", "H", "H", "H", "C", "C", "C", "C", "C", "C", "C", "C", "C", "C", "H", "H", "H", "H", "H", "H", "H", "H", "H", "H", "H", "H"],
  "positions_angstrom": [[-0.42835, 0.40148, -0.56308], [-3.56079, -0.33344, -4.16656], [-3.53295, -1.49786, -3.35933], [-3.85534, -1.25510, -2.02935], [-4.94422, -1.92015, -1.50668], [-5.29815, -1.75322, -0.16643], [-4.54521, -0.89954, 0.61967], [-3.42736, -0.22343, 0.12359], [-2.74361, 0.72395, 0.98519], [-1.57452, 1.22248, 0.79472], [-1.20224, 2.15526, 1.71841], [-0.21358, 2.96639, 1.32272], [0.32314, 3.04469, 0.20545], [0.23683, 3.90257, 2.40433], [-0.30656, 3.89536, 3.68872], [0.14360, 4.78193, 4.65592], [1.15002, 5.69583, 4.36203], [1.69768, 5.70714, 3.08530], [1.24407, 4.81961, 2.12065], [-3.03011, -0.40143, -1.24205], [-2.01004, 0.19072, -1.75498], [-3.21759, -0.62711, -5.15961], [-4.58326, 0.05974, -4.24130], [-2.90661, 0.43931, -3.76097], [-5.50419, -2.57770, -2.16226], [-6.15113, -2.27976, 0.24557], [-4.81692, -0.73684, 1.65888], [-3.28890, 1.08644, 1.86108], [-1.08625, 3.17667, 3.90108], [-0.28809, 4.76154, 5.65115], [1.50399, 6.38649, 5.11900], [2.48637, 6.41308, 2.84755], [1.65369, 4.80030, 1.11808], [0.23148, -2.43660, -3.67172], [1.57671, -1.97217, -3.47972], [1.84777, -0.67609, -3.27441], [0.73645, -0.77040, -1.31761], [0.88787, 0.13371, -3.79979], [1.02485, 1.50226, -3.46250], [0.27475, -3.52148, -3.60580], [-0.14991, -2.14282, -4.65386], [-0.42174, -2.05652, -2.88323], [-0.07171, -0.17812, -3.64850], [0.57014, 1.66138, -2.55847], [0.48350, 2.01685, -4.14662], [1.25748, -0.50559, 2.33195], [1.36451, -1.29665, 1.02619], [0.23117, -2.32678, 0.96787], [1.23158, -0.29220, -0.13690], [2.69421, -2.02829, 0.89539], [2.99133, -2.66611, -0.31572], [4.18307, -3.34651, -0.49559], [5.12745, -3.41002, 0.52531], [4.85992, -2.76065, 1.71863], [3.66032, -2.07564, 1.89733], [0.26338, -0.07095, 2.41076], [1.97265, 0.32270, 2.33888], [1.43669, -1.13020, 3.21449], [-0.73373, -1.81968, 1.02827], [0.31796, -3.03612, 1.79917], [0.26255, -2.87374, 0.02594], [2.14486, 0.30774, -0.25115], [2.29298, -2.57909, -1.13951], [4.38749, -3.81439, -1.45232], [6.06313, -3.93811, 0.38084], [5.59147, -2.77766, 2.52000], [3.48595, -1.56744, 2.83591]],
  "forces_ev_per_angstrom": [[-0.8, -0.2, 0.0], [0.0, 0.1, 0.0], [0.0, 0.1, 0.1], [-0.1, -0.1, -0.1], [0.1, 0.1, 0.1], [-0.1, -0.1, 0.0], [0.1, 0.1, 0.0], [-0.1, -0.3, -0.3], [0.0, 0.2, 0.2], [0.2, 0.0, -0.3], [0.3, 0.3, 0.6], [-0.5, -0.8, -0.6], [0.1, 0.2, 0.0], [0.1, 0.4, 0.5], [0.0, 0.0, 0.0], [0.0, 0.0, 0.1], [0.0, -0.1, -0.1], [0.0, 0.1, 0.1], [0.0, -0.1, -0.1], [0.2, 0.3, 0.1], [-0.1, -0.1, -0.2], [0.0, 0.0, 0.0], [0.0, 0.0, 0.0], [0.0, 0.0, 0.0], [0.0, 0.0, 0.0], [0.0, 0.0, 0.0], [0.0, 0.0, 0.0], [0.0, 0.0, 0.0], [0.0, 0.0, 0.0], [0.0, 0.0, 0.0], [0.0, 0.0, 0.0], [0.0, 0.0, 0.0], [0.0, 0.0, 0.0], [0.0, 0.1, -0.1], [-0.2, -0.5, 0.2], [0.5, 0.4, -0.9], [0.3, 0.2, 0.8], [-0.2, -0.3, 0.5], [-0.1, 0.3, 0.0], [0.0, 0.0, 0.0], [0.0, 0.0, 0.0], [0.0, 0.0, 0.0], [0.0, 0.0, -0.1], [0.2, -0.1, 0.1], [0.0, 0.1, 0.0], [0.1, 0.0, -0.1], [0.0, 0.1, 0.1], [0.1, 0.0, 0.0], [0.0, -0.3, -0.3], [0.1, 0.0, -0.1], [0.0, 0.0, 0.0], [0.0, 0.0, 0.0], [-0.1, 0.1, 0.0], [0.0, 0.0, 0.0], [0.0, -0.1, 0.0], [-0.1, 0.0, 0.0], [0.0, 0.0, 0.0], [0.0, 0.0, 0.0], [0.0, 0.0, 0.0], [0.0, 0.0, 0.0], [0.0, 0.0, 0.0], [0.0, 0.1, 0.1], [0.0, 0.0, 0.0], [0.0, 0.0, 0.0], [0.0, 0.0, 0.0], [0.0, 0.0, 0.0], [0.0, 0.0, 0.0]],
  "multiplicity": 1,
  "de_lowest_kj_mol": 19.1,
  "charge": -2,
  "e_lumo_ev": [4.787, 4.787],
  "gap_ev": [5.8918, 5.8934]
}

Record 2
{
  "formula": "C10H4Co2N2O6",
  "method": "ωB97M-V/def2-TZVPD",
  "elements": ["O", "C", "Co", "C", "O", "C", "O", "C", "C", "C", "Co", "C", "O", "C", "O", "C", "O", "H", "H", "H", "N", "C", "N", "H"],
  "positions_angstrom": [[-3.67017, 0.40650, 0.91154], [-2.80339, 1.05535, 0.49143], [-1.42654, 1.93489, -0.14533], [-1.48024, 1.65545, -1.86851], [-1.52337, 1.46251, -3.01158], [-1.48532, 3.64142, 0.24328], [-1.54672, 4.78099, 0.46049], [0.03048, 0.96790, 0.90346], [0.32095, -0.30894, 0.40812], [-0.07930, -1.59156, 0.35224], [1.50555, 0.91132, -0.14339], [1.79837, 0.52644, -1.88150], [2.09407, 0.37115, -2.98383], [3.00759, 0.26182, 0.56841], [3.99854, -0.11032, 1.02710], [1.93052, 2.62797, -0.21277], [2.15526, 3.75954, -0.25969], [0.02081, 1.22813, 1.97579], [0.51914, -2.31366, -0.21407], [-0.97609, -1.91977, 0.88932], [0.03065, -4.24620, 0.57071], [-1.07121, -4.89592, 0.50095], [-2.12947, -5.44181, 0.39994], [0.77988, -4.76321, 1.01790]],
  "forces_ev_per_angstrom": [[0.6, 1.1, -0.6], [0.4, -1.5, 0.7], [1.5, 0.0, -0.3], [-0.4, -0.5, -2.1], [0.1, 0.2, 0.9], [0.3, 1.3, 0.7], [-0.2, -0.6, -0.2], [-2.6, -0.8, 2.5], [-2.6, -2.3, 1.8], [1.0, 1.6, -0.4], [3.0, 2.3, -3.2], [0.0, -0.3, -1.4], [-0.3, 0.1, 1.0], [0.3, -0.2, 0.9], [-0.8, 0.2, -0.5], [0.1, 1.7, 0.3], [-0.1, -1.0, 0.0], [0.0, -0.3, -0.5], [-0.7, 0.3, 0.3], [0.4, 0.0, -0.3], [0.7, -0.4, 0.1], [-1.6, -1.3, 0.0], [1.1, 0.6, 0.1], [-0.2, -0.2, 0.0]],
  "multiplicity": 1,
  "charge": -2,
  "e_lumo_ev": 4.801,
  "gap_ev": 5.4710
}

Record 3
{
  "formula": "C24H26N2O3S2",
  "method": "ωB97M-V/def2-TZVPD",
  "elements": ["C", "C", "C", "C", "C", "C", "C", "C", "H", "H", "S", "C", "C", "N", "C", "O", "C", "C", "C", "C", "C", "C", "H", "H", "N", "S", "O", "O", "C", "C", "C", "C", "C", "C", "H", "H", "H", "H", "H", "C", "H", "H", "H", "H", "H", "H", "H", "H", "H", "H", "H", "H", "H", "H", "H", "H", "H"],
  "positions_angstrom": [[-6.05439, -2.65663, 0.04386], [-6.31235, -1.18644, 0.15954], [-7.59184, -0.68495, -0.03713], [-7.86094, 0.66772, 0.07260], [-6.84156, 1.54627, 0.39273], [-5.56115, 1.06242, 0.58885], [-5.28081, -0.29447, 0.47430], [-3.87699, -0.76238, 0.66031], [-3.81911, -1.66297, 1.27089], [-3.24322, 0.00922, 1.09723], [-3.10527, -1.26996, -0.92748], [-3.31637, 0.23020, -1.93875], [-2.45423, 1.39999, -1.46055], [-1.10375, 0.99523, -1.17001], [-0.67454, 0.84429, 0.10904], [-1.30290, 1.26840, 1.06265], [0.64666, 0.17572, 0.25228], [1.04751, -0.87645, -0.56828], [2.27050, -1.48587, -0.37800], [3.13327, -1.04376, 0.62540], [2.71998, -0.01155, 1.46749], [1.48607, 0.57960, 1.28484], [1.15705, 1.37339, 1.93852], [3.35828, 0.33279, 2.26580], [4.37471, -1.67539, 0.76434], [5.42846, -1.55588, -0.55294], [6.57365, -2.35780, -0.24766], [4.70726, -1.81920, -1.75824], [5.86681, 0.17934, -0.48973], [7.03651, 0.56716, 0.13328], [7.31526, 1.91862, 0.26170], [6.41775, 2.85709, -0.22322], [5.24562, 2.45385, -0.84492], [4.96461, 1.10425, -0.97907], [4.06695, 0.75534, -1.46438], [4.55156, 3.18896, -1.22259], [6.63432, 3.90975, -0.11903], [8.22872, 2.23802, 0.73998], [7.71257, -0.19294, 0.49214], [5.06233, -1.61040, 2.03276], [5.90033, -2.30083, 1.96782], [5.44590, -0.60897, 2.26090], [4.38616, -1.93075, 2.82411], [2.58042, -2.30231, -1.00775], [0.38434, -1.26210, -1.32925], [-0.58097, 0.55982, -1.91332], [-2.45537, 2.18212, -2.22752], [-2.85543, 1.81495, -0.53349], [-4.37164, 0.50306, -1.93625], [-3.02621, -0.08005, -2.94302], [-4.76505, 1.74482, 0.85181], [-7.04038, 2.60336, 0.48890], [-8.86457, 1.03320, -0.08748], [-8.39230, -1.36923, -0.28082], [-5.26966, -2.85470, -0.68455], [-5.72609, -3.06144, 1.00144], [-6.95642, -3.18148, -0.26007]],
  "forces_ev_per_angstrom": [[0.0, 0.0, 0.0], [-0.1, 0.1, 0.0], [0.0, 0.0, 0.0], [0.0, 0.1, 0.0], [-0.1, 0.1, 0.0], [0.0, -0.1, 0.0], [-0.1, 0.1, 0.1], [0.3, 0.0, -0.4], [0.0, 0.0, 0.1], [-0.1, -0.1, 0.1], [-0.1, 0.0, -0.1], [0.1, -0.3, 0.5], [-0.2, 0.1, 0.0], [0.1, 0.1, -0.3], [0.0, 0.1, -0.3], [0.0, 0.1, 0.3], [0.3, -0.2, 0.2], [0.0, 0.2, 0.1], [0.0, 0.0, 0.0], [-0.9, 0.3, -0.2], [0.2, -0.2, 0.0], [-0.3, 0.0, -0.1], [0.0, 0.0, 0.1], [0.1, 0.0, 0.1], [0.8, -0.4, -0.8], [0.1, 0.2, 0.1], [0.0, 0.2, 0.3], [-0.2, 0.3, 0.1], [-0.1, -0.7, -0.1], [0.2, -0.1, 0.1], [0.0, 0.0, 0.0], [0.0, 0.0, 0.0], [0.0, 0.0, 0.0], [-0.2, 0.1, -0.1], [-0.1, 0.1, -0.1], [-0.1, 0.1, 0.0], [0.0, 0.1, 0.0], [0.1, 0.0, 0.0], [0.1, 0.0, 0.1], [0.4, -0.1, 0.4], [0.0, 0.1, 0.2], [0.0, 0.0, 0.1], [0.0, 0.0, 0.0], [-0.1, -0.1, 0.0], [-0.1, 0.0, -0.1], [0.1, 0.0, 0.2], [0.0, 0.0, 0.1], [0.0, 0.0, -0.2], [0.0, 0.1, -0.1], [-0.1, 0.0, -0.1], [0.1, 0.1, 0.0], [0.0, 0.1, 0.0], [-0.1, 0.0, 0.0], [-0.1, -0.1, 0.0], [0.0, -0.1, 0.0], [0.0, -0.1, 0.1], [0.0, -0.1, 0.0]],
  "multiplicity": 1,
  "smiles": "Cc1ccccc1CSCCNC(=O)c1ccc(N(C)S(=O)(=O)c2ccccc2)cc1",
  "de_lowest_kj_mol": 34.0,
  "e_lumo_ev": 0.463,
  "gap_ev": 9.0512
}